{"formula": "H5O3", "method": "the ωB97M-V functional and the def2-TZVPD basis", "total_charge": -1, "e_above_lowest_kcal_mol": 7.0, "e_tot_ha": -228.739799, "lumo_energy_ev": 5.137, "species": ["O", "H", "O", "H", "H", "O", "H", "H"], "positions_angstrom": [[-0.33848, 0.80186, -0.31045], [-1.15229, 1.30916, -0.35949], [-0.75059, -0.11821, 2.04482], [-1.04571, -0.95046, 1.64203], [-0.40539, 0.33386, 1.17681], [1.52056, -0.73584, -1.53531], [0.58924, -0.85184, -1.31612], [1.58266, 0.21147, -1.34229]], "forces_ev_per_a": [[0.25, -0.04, -0.02], [-0.04, 0.04, -0.06], [0.16, -0.46, -0.24], [0.06, 0.33, 0.35], [-0.43, 0.08, -0.08], [0.51, -0.07, -0.35], [-0.30, 0.25, 0.26], [-0.21, -0.14, 0.14]], "nbo_charge": [-1.309, 0.415, -1.048, 0.438, 0.512, -0.998, 0.498, 0.490]}

{"formula": "C27H26F16N7O2OsSe", "method": "the ωB97M-V functional and the def2-TZVPD basis", "total_charge": 1, "e_above_lowest_kcal_mol": 59.8, "e_tot_ha": -5667.932951, "lumo_energy_ev": [-5.209, -5.210], "species": ["Os", "C", "N", "C", "C", "N", "C", "C", "F", "C", "F", "C", "F", "C", "F", "C", "F", "C", "C", "N", "C", "C", "F", "C", "F", "C", "F", "C", "F", "C", "F", "H", "H", "H", "H", "H", "H", "H", "H", "H", "H", "H", "C", "N", "C", "C", "N", "C", "C", "Se", "H", "H", "H", "H", "H", "H", "H", "H", "N", "C", "N", "O", "H", "H", "H", "H", "C", "C", "O", "C", "F", "F", "F", "C", "F", "F", "F", "H", "H", "H"], "positions_angstrom": [[-0.81985, -0.05196, 0.21783], [-1.44073, 1.25823, -2.56348], [-1.57672, -0.10553, -1.99123], [-1.19259, -1.07028, -3.09786], [0.27031, -1.18493, -3.48119], [0.92910, -2.08414, -2.57534], [2.23830, -2.34755, -2.76568], [3.15528, -1.70889, -3.62852], [2.75696, -0.66946, -4.41073], [4.49170, -2.05846, -3.73005], [5.27764, -1.38322, -4.57317], [5.02533, -3.07310, -2.96117], [6.31713, -3.40616, -3.04951], [4.17291, -3.73464, -2.09182], [4.64079, -4.72578, -1.32838], [2.84712, -3.37845, -2.01161], [2.06837, -4.07934, -1.15191], [-3.02545, -0.37853, -1.77442], [-3.58354, 0.49345, -0.64782], [-2.44229, 0.93033, 0.13862], [-2.38288, 2.24671, 0.60677], [-3.45824, 3.01241, 1.04831], [-4.68840, 2.50076, 1.05177], [-3.26404, 4.29182, 1.54412], [-4.29704, 4.98917, 1.98378], [-1.98995, 4.83834, 1.60684], [-1.81241, 6.05223, 2.09353], [-0.89933, 4.10136, 1.16615], [0.32709, 4.60218, 1.20723], [-1.12996, 2.83658, 0.68735], [-0.08312, 2.09724, 0.19445], [-2.02486, 1.32787, -3.48475], [-0.39972, 1.45707, -2.79945], [-1.79451, 2.01707, -1.87263], [-1.77450, -0.74416, -3.96664], [-1.55934, -2.05384, -2.81382], [0.71339, -0.18244, -3.54987], [0.27898, -1.55557, -4.51653], [-3.12724, -1.43129, -1.53149], [-3.56960, -0.19012, -2.70326], [-4.28203, -0.07779, -0.03275], [-4.11638, 1.36083, -1.03611], [3.37469, 0.28684, 2.92560], [3.22172, 1.03885, 1.68817], [3.84631, 2.23878, 1.43752], [3.51669, 2.60355, 0.18128], [2.69855, 1.61775, -0.31862], [2.27375, 1.53581, -1.70956], [2.50603, 0.66794, 0.61502], [1.56818, -0.95188, 0.32614], [2.49240, 0.40643, 3.53505], [4.24306, 0.67710, 3.44882], [3.53019, -0.76431, 2.69650], [4.46898, 2.71937, 2.17021], [3.80181, 3.45918, -0.40385], [2.19159, 2.54335, -2.10940], [1.31727, 1.02414, -1.76616], [3.00105, 0.96632, -2.28385], [-2.13846, -3.96345, 0.86177], [-1.44686, -3.02670, 0.18754], [-0.56160, -3.37790, -0.70705], [-1.78547, -1.81205, 0.46229], [-1.92565, -4.93968, 0.76327], [-2.70132, -3.67180, 1.64080], [-0.29502, -4.34950, -0.74659], [0.09426, -2.72998, -1.28748], [-2.86185, -0.21294, 2.97396], [-1.37305, 0.02217, 3.23187], [-0.60749, 0.41338, 2.12427], [-0.80352, -1.27011, 3.88826], [-0.74827, -2.26313, 2.99002], [0.42748, -1.12161, 4.37722], [-1.57626, -1.69643, 4.89340], [-1.23636, 1.20733, 4.21986], [-1.78893, 0.94117, 5.40383], [0.03675, 1.56179, 4.42675], [-1.86127, 2.28924, 3.71493], [-2.98540, -0.99966, 2.23363], [-3.32952, 0.69835, 2.61354], [-3.36013, -0.50574, 3.89543]], "forces_ev_per_a": [[0.18, 0.21, 0.73], [0.04, -0.07, -0.03], [0.18, -0.27, -0.18], [-0.04, 0.00, -0.01], [-0.12, 0.04, 0.18], [0.04, -0.09, 0.35], [0.05, 0.00, 0.00], [0.02, -0.02, 0.03], [0.01, 0.07, -0.01], [0.01, -0.05, 0.06], [0.02, 0.02, -0.02], [-0.05, 0.04, -0.05], [0.04, -0.01, 0.00], [-0.02, 0.02, 0.02], [0.00, -0.01, 0.00], [0.03, 0.06, -0.02], [-0.05, -0.01, 0.06], [0.02, 0.06, 0.04], [-0.03, 0.10, -0.12], [0.15, -0.14, -0.01], [0.00, 0.07, 0.00], [0.01, -0.03, 0.01], [0.00, 0.00, 0.01], [0.00, -0.01, 0.00], [0.01, -0.01, 0.00], [0.01, 0.01, 0.02], [0.00, -0.01, -0.01], [-0.01, 0.00, 0.02], [0.01, 0.00, -0.01], [-0.07, 0.03, -0.03], [0.01, -0.05, 0.08], [0.02, 0.01, -0.01], [-0.03, -0.01, -0.03], [-0.02, 0.01, 0.00], [0.02, -0.04, 0.00], [0.05, -0.06, 0.07], [-0.01, 0.04, 0.04], [-0.02, 0.01, -0.01], [0.01, 0.00, 0.03], [0.00, -0.02, 0.00], [0.02, 0.00, 0.03], [-0.01, -0.01, -0.02], [0.03, -0.10, -0.02], [-0.02, -0.01, -0.09], [0.00, 0.03, 0.00], [0.03, -0.02, -0.01], [-0.04, -0.07, -0.03], [-0.02, -0.03, -0.03], [0.13, 0.16, 0.05], [-0.57, 0.09, -0.58], [-0.26, -0.03, 0.21], [-0.01, -0.03, 0.00], [-0.02, 0.00, 0.01], [-0.01, 0.00, 0.01], [0.00, 0.00, 0.00], [-0.02, 0.01, 0.00], [0.08, 0.00, 0.03], [0.03, -0.04, -0.06], [-0.13, 0.02, 0.03], [-0.06, -0.07, 0.08], [0.44, 0.25, 0.22], [0.03, 0.07, -0.10], [0.00, 0.00, -0.01], [0.02, -0.01, 0.02], [0.00, -0.01, -0.07], [-0.24, -0.03, -0.61], [-0.02, 0.00, -0.03], [-0.05, 0.06, -0.04], [-0.05, -0.38, 0.04], [0.09, 0.05, 0.04], [-0.04, -0.06, -0.21], [0.24, 0.22, -0.06], [-0.07, 0.02, 0.01], [0.11, 0.01, 0.03], [-0.01, 0.00, 0.00], [-0.01, -0.05, -0.04], [-0.03, 0.03, 0.00], [-0.01, 0.01, 0.02], [-0.01, 0.01, -0.02], [0.00, 0.02, 0.00]], "mulliken_charge": [2.923, -1.127, -0.496, -1.801, -0.607, -0.443, -0.188, 0.804, -0.443, -0.036, -0.309, 0.897, -0.318, -0.116, -0.315, -0.144, -0.402, -0.935, -1.145, 0.554, -0.158, 0.428, -0.386, 0.365, -0.294, 0.487, -0.297, -0.051, -0.280, -0.804, 0.449, 0.478, 0.356, 0.224, 0.504, 0.455, 0.231, 0.584, 0.398, 0.797, 0.320, 0.527, -0.737, 0.219, -0.574, -0.560, 0.394, -0.570, -0.252, -0.112, 0.223, 0.340, 0.344, 0.510, 0.537, 0.383, -0.457, 0.447, -0.399, 0.476, 0.079, -0.814, 0.190, 0.253, 0.253, -0.071, -1.731, 1.313, 0.567, 0.204, -0.109, -0.248, -0.288, 0.041, -0.274, -0.223, -0.144, 0.160, 0.354, 0.587]}